Record 1
This record from OMol25 describes a molecular structure, C7H16N3. The level of theory is ωB97M-V with the def2-TZVPD basis set.

XYZ file:
```
26
Properties=species:S:1:pos:R:3:nbo_charge:R:1
C 0.46 1.80 -0.41 -0.032
C -0.62 1.17 0.05 -0.016
C 2.23 0.28 0.29 0.418
C -1.26 -0.79 -1.26 -0.649
C -1.97 1.61 0.47 -0.656
C -1.11 -0.92 1.25 -0.647
C -0.46 -0.38 -0.04 0.122
N 1.78 1.26 -0.59 -0.607
N 3.53 -0.10 0.17 -0.791
N 0.97 -1.09 -0.24 -0.720
H 0.57 2.84 -0.63 0.214
H 1.78 0.23 1.19 0.199
H -0.54 -0.92 -2.16 0.219
H -1.75 -1.79 -1.23 0.236
H -2.03 -0.01 -1.56 0.242
H -2.04 1.56 1.57 0.246
H -2.60 0.76 0.20 0.229
H -2.31 2.68 0.10 0.265
H -0.63 -0.39 2.13 0.228
H -0.99 -2.00 1.33 0.225
H -2.18 -0.88 1.08 0.245
H 2.32 1.34 -1.41 0.405
H 3.96 -0.51 0.98 0.417
H 4.13 0.40 -0.44 0.410
H 0.94 -2.01 0.05 0.393
H 1.40 -1.16 -1.24 0.403
```

Values from the calculation:
**Charge**: +1
**HOMO-LUMO gap**: 10.0 eV
**E_tot**: -11980.3460 eV
**HOMO level**: -0.46770 hartree

Record 2
This record from OMol25 describes a gas-phase ion, C7H16N3O2 (charge +1). The level of theory is ωB97M-V with the def2-TZVPD basis set.

XYZ file:
```
28
Properties=species:S:1:pos:R:3:nbo_charge:R:1
C -1.24 -0.41 1.00 0.816
C 0.30 -1.72 -0.32 -0.248
C 1.74 -1.15 -0.75 -0.097
C 0.96 1.06 -1.28 0.444
C 0.78 1.86 -2.57 -0.626
C 1.50 1.71 -0.05 -0.699
C -2.15 -1.07 2.99 -0.423
N -0.50 -0.53 -0.08 -0.233
N -1.32 -1.43 1.86 -0.590
N -0.52 0.45 -1.05 -0.520
O -1.95 0.68 1.14 -0.637
O 1.70 -0.06 -1.67 -0.519
H -0.10 -2.23 -1.12 0.211
H 0.26 -2.22 0.61 0.209
H 2.18 -1.00 0.30 0.180
H 2.48 -1.89 -1.22 0.241
H 0.76 1.29 -3.42 0.236
H 1.60 2.40 -2.71 0.232
H -0.11 2.39 -2.41 0.221
H 1.51 1.03 0.80 0.227
H 0.94 2.66 0.29 0.247
H 2.43 2.30 -0.32 0.271
H -2.87 -0.41 2.77 0.225
H -2.63 -2.01 3.22 0.222
H -1.63 -0.55 3.90 0.222
H -1.17 -2.42 1.71 0.448
H -2.10 1.22 0.32 0.561
H -0.89 0.06 -1.93 0.380
```

Values from the calculation:
**SMILES**: C/[NH+]=C(\O)N1CCOC(C)(C)N1
**Charge**: +1
**HOMO-LUMO gap**: 10.5 eV
**E_tot**: -16074.9424 eV
**HOMO level**: -0.49067 hartree

Record 3
This record from OMol25 describes a gas-phase ion, C7H16N3S (charge +1). The level of theory is ωB97M-V with the def2-TZVPD basis set.

XYZ file:
```
27
Properties=species:S:1:pos:R:3:nbo_charge:R:1
C -2.18 0.63 0.84 -0.120
C 0.80 -0.25 0.74 0.250
C 1.84 0.98 0.41 -0.601
C 1.49 -1.26 1.58 -0.674
C 0.05 -2.13 -2.16 -0.584
C -1.52 3.04 -0.35 -0.823
C -0.61 -1.63 -0.81 -0.212
N -1.20 0.70 1.60 -0.048
N -0.08 0.38 1.88 0.030
N 0.06 -0.41 -0.43 -0.656
S -2.76 1.79 -0.21 0.490
H -2.67 -0.41 0.82 0.297
H 1.42 1.61 -0.44 0.215
H 2.77 0.43 0.09 0.242
H 2.03 1.55 1.27 0.232
H 2.29 -1.72 1.06 0.241
H 0.93 -2.22 1.77 0.246
H 1.96 -0.67 2.43 0.264
H -0.21 -1.44 -2.95 0.214
H 1.14 -1.99 -1.83 0.199
H -0.23 -3.11 -2.29 0.227
H -1.72 3.75 0.52 0.259
H -1.61 3.62 -1.32 0.292
H -0.49 2.71 -0.02 0.248
H -0.36 -2.37 -0.15 0.189
H -1.72 -1.55 -0.83 0.178
H 0.60 -0.02 -1.24 0.405
```

Values from the calculation:
**Charge**: +1
**HOMO-LUMO gap**: 8.5 eV
**E_tot**: -22813.4562 eV
**HOMO level**: -0.47820 hartree

Record 4
This record from OMol25 describes a molecular structure, C7H16N4OS. The level of theory is ωB97M-V with the def2-TZVPD basis set.

XYZ file:
```
29
Properties=species:S:1:pos:R:3:nbo_charge:R:1
C -1.12 -0.99 0.38 0.591
C -0.50 1.42 0.50 0.538
C -1.64 0.41 0.51 -0.369
C 0.94 -0.10 -0.52 0.185
C -2.58 0.73 -0.67 -0.591
C 0.83 -0.40 -2.47 -0.535
C 2.80 -1.11 1.41 -0.816
N 0.13 -1.19 -0.02 -0.577
N 0.65 1.14 -0.04 -0.651
N -0.71 2.59 1.06 -0.714
N -1.91 -2.00 0.67 -0.691
O 3.20 1.10 0.01 -0.822
S 2.81 -0.39 -0.26 1.232
H -2.21 0.50 1.44 0.275
H -2.04 0.72 -1.62 0.232
H -3.01 1.71 -0.55 0.257
H -3.40 0.01 -0.73 0.243
H 1.18 0.52 -2.91 0.241
H -0.20 -0.60 -2.67 0.214
H 1.49 -1.23 -2.63 0.216
H 3.78 -0.91 1.84 0.300
H 2.69 -2.18 1.32 0.261
H 2.04 -0.68 2.04 0.253
H 0.44 -2.13 -0.23 0.435
H 2.42 1.70 0.08 0.542
H -1.61 2.84 1.47 0.429
H -0.01 3.31 1.03 0.437
H -2.85 -1.85 1.00 0.448
H -1.62 -2.96 0.55 0.437
```

Values from the calculation:
**Charge**: +2
**HOMO-LUMO gap**: 9.5 eV
**E_tot**: -26344.7211 eV
**HOMO level**: -0.60663 hartree

Record 5
This record from OMol25 describes a gas-phase ion, C7H16N5O2 (charge +1). The level of theory is ωB97M-V with the def2-TZVPD basis set.

XYZ file:
```
30
Properties=species:S:1:pos:R:3:nbo_charge:R:1
C -0.85 -0.80 -0.62 0.581
C 0.09 1.62 -1.45 -0.250
C -0.92 0.77 -0.62 -0.254
C -1.93 0.82 1.73 -0.632
C -0.13 -2.91 0.46 -0.455
C 2.38 2.26 -1.31 -0.023
C -0.81 1.38 0.85 -0.408
N 0.02 -1.52 0.07 -0.219
N 1.43 1.71 -0.72 -0.455
N 0.98 -0.83 0.76 -0.218
N 2.24 -1.23 0.67 0.602
N -1.96 -1.30 -1.14 -0.713
O 2.64 -2.10 -0.06 -0.347
O 3.06 -0.61 1.44 -0.460
H 0.14 1.18 -2.44 0.205
H -0.30 2.65 -1.47 0.226
H -1.87 0.97 -1.08 0.214
H -2.92 1.23 1.46 0.222
H -1.78 1.14 2.82 0.241
H -2.14 -0.31 1.57 0.189
H -0.80 -2.91 1.30 0.236
H -0.40 -3.44 -0.52 0.222
H 0.74 -3.51 0.75 0.272
H 2.73 0.14 2.06 0.546
H 3.38 2.23 -0.78 0.197
H 2.24 2.66 -2.39 0.163
H 0.23 1.23 1.05 0.265
H -1.02 2.50 0.66 0.220
H -2.59 -0.79 -1.71 0.432
H -1.88 -2.24 -1.31 0.400
```

Values from the calculation:
**SMILES**: C=NC[C@H](CC)C(=[NH2+])N(C)/N=[N+](\[O-])O
**Charge**: +1
**HOMO-LUMO gap**: 9.4 eV
**E_tot**: -19050.9341 eV
**HOMO level**: -0.47498 hartree

Record 6
This record from OMol25 describes 2 unconnected molecules or ions with the total composition C7H16NO. The level of theory is ωB97M-V with the def2-TZVPD basis set.

XYZ file:
```
25
Properties=species:S:1:pos:R:3:nbo_charge:R:1
C 0.10 -0.50 1.44 -0.215
C 0.15 0.76 0.41 -0.451
C 1.51 0.52 -0.39 0.026
C 1.56 -0.25 -1.44 -0.238
C 0.39 -0.94 -2.06 -0.239
C -0.64 -0.47 -2.78 -0.390
C 2.68 1.10 0.31 -0.655
N -1.32 -0.50 2.17 -0.733
H 0.91 -0.48 2.33 0.244
H 0.18 -1.39 0.85 0.224
H -0.64 0.73 -0.32 0.223
H 0.05 1.68 1.14 0.240
H 2.46 -0.32 -2.08 0.242
H 0.17 -2.01 -1.84 0.210
H -1.68 -0.96 -2.89 0.209
H -0.66 0.53 -3.28 0.206
H 2.47 0.92 1.41 0.212
H 3.67 0.47 0.10 0.234
H 2.99 2.01 -0.14 0.256
H -1.26 -0.32 3.22 0.461
H -1.65 -1.46 1.94 0.434
H -1.97 0.01 1.61 0.458
H -3.80 0.00 0.41 0.482
H -2.55 0.27 -0.43 0.487
O -3.13 0.60 0.30 -0.928
```

Values from the calculation:
**Charge**: +1
**HOMO-LUMO gap**: 9.3 eV
**E_tot**: -11046.5465 eV
**HOMO level**: -0.47300 hartree

Record 7
This record from OMol25 describes a gas-phase ion, C7H16NO (charge +1). The level of theory is ωB97M-V with the def2-TZVPD basis set.

XYZ file:
```
25
Properties=species:S:1:pos:R:3:nbo_charge:R:1
C 0.58 -0.80 1.50 -0.199
C 0.13 -0.03 0.54 0.414
C -0.29 -1.03 2.70 -0.626
C 2.04 -0.33 -0.88 -0.424
C 0.70 1.76 -0.87 -0.400
C -0.05 -0.19 -1.97 -0.395
C -2.48 0.18 0.27 -0.253
N 0.69 0.27 -0.76 -0.256
O -1.27 0.87 0.69 -0.557
H 1.48 -1.42 1.60 0.261
H 0.00 -0.53 3.59 0.250
H -0.26 -2.07 2.88 0.232
H -1.33 -0.79 2.51 0.232
H 2.25 -0.17 -1.92 0.231
H 2.78 -0.03 -0.15 0.252
H 2.06 -1.39 -0.97 0.242
H 1.29 2.10 -1.66 0.227
H -0.32 2.11 -1.09 0.251
H 1.02 2.20 0.04 0.242
H 0.40 0.13 -2.90 0.241
H 0.07 -1.25 -1.91 0.227
H -1.00 0.28 -1.79 0.239
H -3.31 0.85 0.70 0.226
H -2.56 -0.76 0.67 0.180
H -2.61 0.04 -0.82 0.164
```

Values from the calculation:
**SMILES**: C/C=C(\OC)[N+](C)(C)C
**Charge**: +1
**HOMO-LUMO gap**: 11.7 eV
**E_tot**: -11046.0788 eV
**HOMO level**: -0.52776 hartree

Record 8
This record from OMol25 describes a gas-phase ion, C7H16NO2 (charge +1). The level of theory is ωB97M-V with the def2-TZVPD basis set.

XYZ file:
```
26
Properties=species:S:1:pos:R:3:nbo_charge:R:1
C 0.17 -0.39 0.70 0.010
C -1.41 -2.30 -0.37 -0.648
C 1.01 2.54 0.78 -0.430
C -1.33 3.24 1.02 -0.414
C 1.26 -2.56 -2.20 -0.251
C -0.78 0.88 0.78 0.258
C 0.09 -1.75 -0.24 0.146
N -0.39 2.15 0.79 -0.234
O 1.51 -0.08 0.62 -0.717
O 0.67 -1.43 -1.49 -0.574
H 0.10 -0.73 1.77 0.230
H -1.90 -2.38 0.54 0.224
H -1.91 -1.56 -0.97 0.212
H -1.28 -3.11 -1.09 0.238
H 1.22 3.54 0.99 0.239
H 1.30 1.79 1.36 0.250
H 1.59 2.31 -0.21 0.244
H -1.30 3.65 2.14 0.250
H -1.11 3.98 0.34 0.229
H -2.36 2.91 0.84 0.230
H 0.49 -3.40 -2.34 0.180
H 1.91 -3.07 -1.42 0.180
H 1.66 -2.30 -3.14 0.222
H -1.86 0.72 0.80 0.231
H 0.79 -2.44 0.24 0.195
H 1.85 -0.22 -0.25 0.499
```

Values from the calculation:
**SMILES**: CO[C@H](C)[C@@H](O)C=[N+](C)C
**Charge**: +1
**HOMO-LUMO gap**: 9.0 eV
**E_tot**: -13093.6153 eV
**HOMO level**: -0.49541 hartree

Record 9
This record from OMol25 describes a gas-phase ion, C7H16NO2S (charge -1). The level of theory is ωB97M-V with the def2-TZVPD basis set.

XYZ file:
```
27
Properties=species:S:1:pos:R:3:nbo_charge:R:1
C 1.99 0.29 -1.76 -0.616
C 0.72 -1.76 -1.31 -0.622
C 0.70 0.22 1.94 -0.625
C -1.29 1.60 1.36 -0.605
C -1.44 -0.78 1.29 -0.628
C 1.13 -0.41 -0.78 -0.064
C -0.45 0.36 1.00 0.105
N -0.03 0.48 -0.40 -0.680
O -2.56 1.11 -1.36 -1.046
O -0.68 0.85 -2.92 -1.040
S -1.36 0.30 -1.77 1.605
H 1.35 0.60 -2.54 0.263
H 2.55 1.12 -1.45 0.196
H 2.78 -0.36 -2.31 0.162
H 0.13 -1.68 -2.21 0.223
H 0.07 -2.17 -0.65 0.192
H 1.67 -2.37 -1.33 0.180
H 0.95 -0.79 2.26 0.197
H 1.49 0.78 1.58 0.213
H 0.53 0.75 2.90 0.202
H -2.05 1.39 2.06 0.181
H -1.87 1.82 0.55 0.258
H -0.72 2.40 1.67 0.180
H -2.46 -0.48 1.14 0.212
H -1.36 -1.54 0.64 0.197
H -1.32 -1.16 2.28 0.180
H 1.51 -0.59 0.13 0.179
```

Values from the calculation:
**Charge**: -1
**HOMO-LUMO gap**: 6.7 eV
**E_tot**: -23937.9779 eV
**HOMO level**: -0.11748 hartree

Copy entry 1 word for word.
This record from OMol25 describes a molecular structure, C7H16N3. The level of theory is ωB97M-V with the def2-TZVPD basis set.

XYZ file:
```
26
Properties=species:S:1:pos:R:3:nbo_charge:R:1
C 0.46 1.80 -0.41 -0.032
C -0.62 1.17 0.05 -0.016
C 2.23 0.28 0.29 0.418
C -1.26 -0.79 -1.26 -0.649
C -1.97 1.61 0.47 -0.656
C -1.11 -0.92 1.25 -0.647
C -0.46 -0.38 -0.04 0.122
N 1.78 1.26 -0.59 -0.607
N 3.53 -0.10 0.17 -0.791
N 0.97 -1.09 -0.24 -0.720
H 0.57 2.84 -0.63 0.214
H 1.78 0.23 1.19 0.199
H -0.54 -0.92 -2.16 0.219
H -1.75 -1.79 -1.23 0.236
H -2.03 -0.01 -1.56 0.242
H -2.04 1.56 1.57 0.246
H -2.60 0.76 0.20 0.229
H -2.31 2.68 0.10 0.265
H -0.63 -0.39 2.13 0.228
H -0.99 -2.00 1.33 0.225
H -2.18 -0.88 1.08 0.245
H 2.32 1.34 -1.41 0.405
H 3.96 -0.51 0.98 0.417
H 4.13 0.40 -0.44 0.410
H 0.94 -2.01 0.05 0.393
H 1.40 -1.16 -1.24 0.403
```

Values from the calculation:
**Charge**: +1
**HOMO-LUMO gap**: 10.0 eV
**E_tot**: -11980.3460 eV
**HOMO level**: -0.46770 hartree